Entry from the OMol25 dataset: a structure of composition CH7N5S in a non-equilibrium geometry (ωB97M-V/def2-TZVPD).

The geometry in XYZ format:
```
14
Properties=species:S:1:pos:R:3:mulliken_charge:R:1
C -0.299 0.206 -0.083 0.347
H 2.448 1.765 0.490 0.264
H 1.779 0.739 -1.345 0.307
H -0.157 2.184 0.505 0.317
H -0.128 -1.755 -0.726 0.385
H 1.527 -1.612 1.416 0.159
H -3.225 -0.523 -0.587 0.302
H -2.558 -1.287 0.814 0.249
N 1.559 1.768 -0.435 -0.650
N 0.472 1.343 0.382 -0.049
N 0.428 -0.887 -0.531 -0.437
N -1.582 0.305 0.198 -0.493
N -2.237 -0.903 -0.182 -0.572
S 1.973 -1.343 0.085 -0.129
```

Calculated values
Orbital gap   0.32316 hartree
HOMO   -8.28 eV



Entry from the OMol25 dataset: a structure of composition C20H24BrNOP2Y in a non-equilibrium geometry (ωB97M-V/def2-TZVPD).

The geometry in XYZ format:
```
50
Properties=species:S:1:pos:R:3:mulliken_charge:R:1
C -1.777 0.981 -3.451 -0.315
C -0.925 1.038 -2.350 -0.027
C -1.493 1.200 -1.067 0.085
C -2.932 1.237 -0.879 0.774
C -3.741 1.176 -2.042 -0.833
C -3.158 1.060 -3.304 -0.836
C -3.421 1.304 0.429 -0.902
C -2.561 1.321 1.531 0.871
C -1.133 1.301 1.281 0.055
C -0.202 1.266 2.341 0.045
C -0.680 1.273 3.649 -0.350
C -2.046 1.313 3.918 -0.845
C -2.983 1.334 2.885 -0.898
H -1.336 0.860 -4.442 0.438
H -4.831 1.215 -1.927 0.437
H -3.799 1.019 -4.185 0.386
H -4.499 1.345 0.593 0.452
H 0.041 1.241 4.466 0.460
H -2.393 1.322 4.952 0.385
H -4.059 1.355 3.102 0.434
N -0.663 1.256 0.007 -0.213
Y 0.854 -2.151 -0.162 -0.079
C 0.589 0.857 -2.468 -1.081
H 1.085 1.479 -1.707 0.352
H 0.939 1.098 -3.459 0.823
C 1.287 1.158 1.996 -1.180
H 1.483 1.762 1.098 0.413
H 1.905 1.476 2.822 0.863
P 1.159 -0.833 -2.264 1.198
P 1.880 -0.494 1.659 1.269
C 1.861 -1.334 3.237 -1.503
H 2.300 -2.336 3.172 0.417
H 2.455 -0.714 3.917 0.442
H 0.843 -1.435 3.624 0.418
C 3.591 -0.275 1.222 -1.304
H 4.055 0.233 2.071 0.421
H 4.099 -1.226 1.040 0.369
H 3.690 0.348 0.328 0.342
C 0.366 -1.779 -3.546 -1.437
H 0.605 -1.276 -4.486 0.364
H 0.748 -2.810 -3.569 0.496
H -0.719 -1.825 -3.412 0.414
C 2.889 -0.815 -2.617 -1.287
H 3.338 -1.811 -2.541 0.400
H 2.981 -0.451 -3.642 0.434
H 3.429 -0.146 -1.938 0.327
C -0.142 -3.170 1.361 0.190
O -0.735 -3.879 2.178 -0.188
H -0.874 -1.150 0.080 -0.011
Br 2.630 -3.919 0.496 -0.484
```

Calculated values
Orbital gap   0.22279 hartree
HOMO   -10.53 eV
Total charge   +1



Entry from the OMol25 dataset: a structure of composition C33H31Cl8N4O6RuSTe in a non-equilibrium geometry (ωB97M-V/def2-TZVPD).

The geometry in XYZ format:
```
85
Properties=species:S:1:pos:R:3:mulliken_spin:R:1
Ru 1.105 -2.136 -1.063 4.224
C 2.856 1.262 2.665 0.000
C 2.261 1.422 1.289 0.012
C 2.908 2.633 0.566 0.000
O 0.839 1.539 1.337 0.000
C 2.475 0.165 0.420 -0.018
O 3.568 0.021 -0.089 0.016
O 1.486 -0.679 0.375 0.185
H 2.602 2.003 3.424 0.001
H 3.950 1.259 2.669 0.000
H 2.531 0.301 2.945 0.000
H 2.417 3.547 0.844 0.000
H 2.920 2.402 -0.493 0.001
H 3.942 2.767 0.854 0.000
H 0.435 0.658 1.121 -0.005
Cl 0.718 0.768 -2.539 0.009
C 1.685 -0.272 -3.507 -0.023
C 2.032 -1.513 -2.979 0.164
C 2.736 -2.347 -3.815 -0.068
Cl 3.028 -4.038 -3.328 0.013
C 3.337 -1.890 -4.948 -0.015
Cl 4.264 -2.976 -5.937 0.002
C 3.162 -0.600 -5.374 0.026
Cl 3.810 0.027 -6.851 0.003
C 2.262 0.231 -4.701 -0.005
Cl 1.901 1.861 -5.162 0.002
C 0.237 -6.496 3.014 0.001
N 0.049 -5.787 1.735 0.005
C -0.205 -6.612 0.676 0.004
C -0.133 -6.097 -0.602 0.007
C 0.172 -4.679 -0.789 -0.009
O 0.169 -4.113 -1.878 0.092
N 0.563 -3.987 0.322 0.031
C 0.559 -4.464 1.588 0.015
O 0.932 -3.803 2.533 0.002
H -0.474 -7.273 3.142 0.000
H 0.160 -5.807 3.806 0.000
H 1.297 -6.905 3.065 0.000
H -0.583 -7.601 0.955 0.000
H -0.475 -6.628 -1.476 0.001
C 3.915 -2.355 2.124 -0.003
Te 4.090 -2.899 0.035 0.226
C 3.819 -5.053 0.365 -0.009
H 2.920 -2.479 2.597 0.000
H 4.168 -1.280 2.038 -0.005
H 4.680 -2.872 2.703 0.006
H 4.545 -5.484 -0.280 0.005
H 2.803 -5.365 0.212 0.006
H 3.958 -5.269 1.432 0.003
Cl -2.770 4.431 4.782 0.000
C -2.743 3.868 3.135 0.000
C -1.565 3.654 2.429 0.000
C -1.569 3.155 1.123 0.000
C -2.782 2.866 0.471 0.001
C -2.791 2.302 -0.884 -0.002
C -3.655 1.005 -1.016 -0.001
N -2.875 -0.128 -0.642 0.005
C -2.714 -0.497 0.668 -0.001
C -1.580 -1.224 0.766 0.005
N -1.085 -1.367 -0.538 0.077
C -1.888 -0.680 -1.317 0.001
O -3.265 3.194 -1.882 0.000
C -2.561 4.427 -2.102 0.000
C -2.977 5.514 -1.076 0.000
C -2.185 6.321 -0.326 0.000
Cl -0.509 6.414 -0.244 0.000
S -3.103 7.415 0.666 0.000
C -4.559 6.769 0.062 0.000
C -4.358 5.798 -0.854 0.000
C -3.980 3.151 1.196 0.000
Cl -5.589 3.196 0.457 0.000
C -3.950 3.681 2.458 0.000
H -0.612 3.826 2.911 0.000
H -0.568 2.959 0.707 0.000
H -1.729 2.065 -1.161 0.003
H -3.922 1.004 -2.077 0.000
H -4.486 1.040 -0.347 0.000
H -3.439 -0.251 1.422 0.002
H -1.067 -1.665 1.575 0.000
H -1.730 -0.478 -2.381 0.007
H -2.816 4.725 -3.082 0.000
H -1.472 4.177 -2.094 0.000
H -5.460 7.107 0.508 0.000
H -5.163 5.262 -1.313 0.000
H -4.879 3.853 2.964 0.000
```

Calculated values
Orbital gap (alpha / beta)   0.30563 / 0.23996 hartree
HOMO (alpha / beta)   -7.89 / -8.28 eV
<S²>   8.761
Multiplicity   6



Entry from the OMol25 dataset: a structure of composition C26H26CdN5O8S (ωB97M-V/def2-TZVPD).

The geometry in XYZ format:
```
67
Properties=species:S:1:pos:R:3:mulliken_charge:R:1
Cd 0.059 0.009 0.313 2.017
C -2.025 -1.256 -2.270 -1.277
C -2.499 -1.844 -0.988 0.556
C -3.681 -2.629 -0.988 -0.890
C -4.096 -3.199 0.170 -1.122
C -3.338 -3.020 1.352 1.383
C -3.733 -3.625 2.569 -0.814
C -2.965 -3.439 3.683 -0.694
C -1.803 -2.661 3.615 -0.353
C -1.373 -2.048 2.457 0.315
S 0.117 -1.138 2.519 -0.559
C -2.176 -2.224 1.278 -0.636
N -1.799 -1.642 0.103 0.605
H -2.794 -1.336 -3.039 0.517
H -1.138 -1.795 -2.598 0.348
H -1.792 -0.201 -2.130 -0.046
H -4.234 -2.744 -1.911 0.459
H -4.997 -3.795 0.211 0.401
H -4.638 -4.218 2.589 0.359
H -3.248 -3.885 4.627 0.366
H -1.213 -2.527 4.512 0.413
O 1.568 3.981 -0.416 -0.731
C 0.760 3.122 -0.067 -0.142
O 1.088 1.988 0.395 -0.813
C -0.728 3.461 -0.169 1.056
C -1.075 4.774 0.061 -0.307
C -2.413 5.174 0.028 -0.529
C -3.424 4.282 -0.271 -0.417
C -3.071 2.976 -0.549 -0.435
C -1.728 2.484 -0.507 -0.157
O -1.460 1.275 -0.774 -0.375
N -4.176 2.095 -0.916 0.884
O -5.292 2.414 -0.539 -0.655
O -3.953 1.106 -1.591 -0.547
N -2.755 6.557 0.294 1.048
O -3.932 6.883 0.238 -0.668
O -1.849 7.328 0.557 -0.656
H -0.285 5.483 0.265 0.575
H -4.458 4.594 -0.303 0.586
O 2.253 -0.315 -0.473 -0.693
C 2.586 0.558 -1.260 0.225
C 4.006 1.032 -1.377 -0.969
C 4.511 0.623 -2.777 -0.636
C 3.834 -0.617 -3.383 -0.688
C 2.505 -0.360 -4.103 -0.850
C 1.335 0.000 -3.183 -0.431
N 1.720 1.025 -2.229 0.210
H 4.584 0.572 -0.577 0.436
H 4.042 2.114 -1.252 0.227
H 5.587 0.453 -2.715 0.406
H 4.378 1.459 -3.471 0.324
H 3.690 -1.377 -2.612 0.330
H 4.526 -1.052 -4.110 0.415
H 2.235 -1.249 -4.679 0.411
H 2.655 0.443 -4.833 0.377
H 1.020 -0.876 -2.618 -0.021
H 0.469 0.355 -3.747 0.464
H 2.051 1.873 -2.678 0.394
C -0.308 -5.371 1.411 -0.901
C 0.905 -4.487 1.152 -0.200
C 0.763 -3.687 -0.052 0.163
N 0.697 -2.949 -0.924 -0.385
H -0.154 -5.954 2.315 0.306
H -0.480 -6.056 0.584 0.362
H -1.198 -4.760 1.542 0.101
H 1.829 -5.068 1.069 0.429
H 1.043 -3.767 1.965 0.131
```

Calculated values
Orbital gap   0.27612 hartree
HOMO   -5.08 eV
Total charge   -1



Entry from the OMol25 dataset: a cluster of 7 separate species, C12H36BF4O12 in total in a non-equilibrium geometry (ωB97M-V/def2-TZVPD).

The geometry in XYZ format:
```
65
Properties=species:S:1:pos:R:3:mulliken_spin:R:1
B -1.180 -0.330 -0.126 0.007
F -2.252 -1.063 -0.606 -0.002
F -0.095 -0.346 -0.971 -0.005
F -1.473 0.993 0.129 0.000
F -0.810 -0.944 1.007 0.004
C -3.813 -2.064 2.279 0.020
C -3.085 -1.529 3.505 0.013
O -1.886 -0.857 3.270 0.170
O -4.126 -1.109 1.255 0.049
H -4.708 -2.484 2.738 0.003
H -3.290 -2.907 1.826 -0.003
H -2.949 -2.313 4.250 0.027
H -3.751 -0.856 4.045 0.003
H -1.380 -1.235 2.547 -0.005
H -3.390 -0.991 0.650 -0.004
C -0.375 2.964 2.737 0.003
C 0.719 3.975 2.461 0.011
O 0.296 5.137 1.757 0.020
O 0.033 1.656 2.315 0.039
H -1.321 3.318 2.326 0.000
H -0.564 3.110 3.800 0.009
H 1.642 3.478 2.162 -0.003
H 0.944 4.371 3.452 0.000
H -0.045 4.864 0.902 0.000
H -0.601 1.222 1.739 0.005
C 0.323 -4.557 -0.095 0.021
C 1.241 -3.751 -1.034 0.011
O 1.631 -2.597 -0.347 0.097
O -0.322 -5.630 -0.866 0.034
H -0.478 -4.008 0.400 -0.002
H 0.662 -5.012 0.835 0.000
H 0.768 -3.421 -1.959 -0.002
H 2.120 -4.305 -1.365 0.000
H 0.876 -2.006 -0.281 -0.001
H -0.913 -5.230 -1.509 -0.001
C -1.650 -2.915 -3.637 0.000
C -0.775 -1.697 -3.868 0.000
O -1.198 -0.506 -3.149 0.001
O -1.905 -3.297 -2.290 0.001
H -1.224 -3.736 -4.213 0.000
H -2.656 -2.787 -4.037 0.000
H -0.756 -1.421 -4.923 0.000
H 0.266 -1.880 -3.605 0.000
H -0.790 -0.521 -2.280 0.000
H -2.252 -2.537 -1.817 0.000
C 1.487 3.387 -2.480 0.000
C 1.262 4.182 -1.193 0.000
O -0.126 3.962 -0.788 0.000
O 2.877 3.310 -2.808 0.003
H 1.023 3.754 -3.396 0.001
H 1.114 2.363 -2.476 0.000
H 1.464 5.246 -1.318 0.000
H 1.997 3.861 -0.455 0.000
H -0.174 3.004 -0.804 0.000
H 3.261 2.667 -2.207 -0.001
C 3.295 0.858 1.559 0.046
C 2.867 1.115 0.077 0.036
O 3.698 2.016 -0.565 0.047
O 2.281 -0.009 2.094 0.318
H 3.193 1.781 2.129 0.014
H 4.307 0.468 1.670 0.003
H 1.847 1.494 0.023 0.008
H 2.765 0.118 -0.353 0.011
H 4.586 1.706 -0.374 0.001
H 1.467 0.473 2.258 -0.004
```

Calculated values
Orbital gap (alpha / beta)   0.36104 / 0.09360 hartree
HOMO (alpha / beta)   -9.85 / -9.55 eV
<S²>   0.754
Multiplicity   2



Entry from the OMol25 dataset: a structure of composition C23H42Cl3CuN2O4Si in a non-equilibrium geometry (ωB97M-V/def2-TZVPD).

The geometry in XYZ format:
```
76
Properties=species:S:1:pos:R:3:mulliken_spin:R:1
C 3.705 -3.348 -5.359 0.001
C 4.357 -4.552 -4.753 0.002
H 4.476 -2.596 -5.555 0.000
H 2.955 -2.970 -4.657 0.003
H 3.214 -3.586 -6.310 0.000
C 5.464 -5.085 -5.316 0.001
C 6.109 -4.615 -6.579 0.000
H 5.974 -5.935 -4.867 0.000
H 6.396 -3.559 -6.516 0.000
H 5.507 -4.729 -7.490 0.000
H 7.028 -5.188 -6.742 0.000
Cu 0.018 -3.443 -1.934 0.649
Cl -2.065 -3.306 -1.173 0.159
Cl 0.508 -5.128 -3.136 0.154
C -0.561 -3.602 1.775 -0.001
O -0.262 -2.409 1.933 0.000
N 0.018 -4.603 2.459 -0.001
C 1.098 -4.245 3.363 0.000
C -0.317 -6.002 2.239 0.000
H -1.331 -3.891 1.040 -0.003
H 0.861 -3.262 3.780 0.000
H 2.055 -4.146 2.826 0.000
H 1.179 -4.994 4.156 0.000
H -1.353 -6.047 1.872 0.000
H -0.241 -6.555 3.183 0.000
H 0.322 -6.484 1.477 0.000
H 2.961 2.981 -2.709 0.000
H 4.576 0.512 -1.813 0.000
C 3.788 3.370 -2.093 0.000
C 5.123 1.373 -1.393 0.000
N 4.199 2.436 -1.056 0.000
H 3.437 4.280 -1.595 0.000
C 3.432 2.289 0.056 0.000
O 3.453 1.290 0.794 0.000
H 5.646 1.035 -0.490 0.000
H 2.772 3.155 0.234 0.000
H 4.639 3.583 -2.749 0.000
H 5.833 1.748 -2.137 0.000
O 3.187 -4.110 -2.635 -0.047
C 3.625 -5.130 -3.540 0.013
C 5.689 -6.294 -2.524 0.000
C 4.330 -6.308 -2.857 0.000
H 6.303 -5.405 -2.731 0.000
C 6.293 -7.439 -1.975 0.000
H 2.680 -5.510 -3.981 0.003
C 3.579 -7.476 -2.654 0.000
H 7.349 -7.413 -1.719 0.000
C 5.547 -8.609 -1.800 0.000
C 4.189 -8.621 -2.150 0.000
H 2.532 -7.452 -2.949 -0.001
H 6.012 -9.503 -1.392 0.000
H 3.583 -9.528 -2.019 0.000
Si 4.017 -3.182 -1.285 0.014
Cl 4.668 -1.723 -2.585 0.000
C 5.764 -3.564 -0.607 0.000
C 3.037 -4.617 -0.234 0.013
C 3.150 -2.138 0.090 0.003
H 5.849 -4.622 -0.352 0.000
H 5.860 -2.984 0.320 0.000
H 6.622 -3.277 -1.232 0.000
H 3.491 -1.099 0.147 0.000
H 3.343 -2.575 1.080 0.000
H 2.061 -2.122 -0.057 -0.002
H 3.320 -5.593 -0.663 0.000
H 1.967 -4.440 -0.438 -0.009
H 3.221 -4.613 0.857 -0.001
C 0.177 0.132 0.460 0.001
C -0.224 -0.585 -0.788 0.009
C -1.353 0.028 -1.555 0.002
O 0.352 -1.629 -1.147 0.037
H -0.279 1.124 0.531 0.000
H 1.264 0.247 0.518 0.001
H -0.155 -0.465 1.318 0.002
H -0.964 0.551 -2.436 0.001
H -2.049 -0.749 -1.872 0.000
H -1.868 0.750 -0.914 0.000
```

Calculated values
Orbital gap (alpha / beta)   0.22840 / 0.15637 hartree
HOMO (alpha / beta)   -3.82 / -3.81 eV
Total charge   -1
<S²>   0.754
Multiplicity   2



Entry from the OMol25 dataset: a cluster of 3 separate species, C18H37N2O7 in total (ωB97M-V/def2-TZVPD).

The geometry in XYZ format:
```
64
Properties=species:S:1:pos:R:3:mulliken_charge:R:1
O 3.100 -0.169 -1.126 -0.543
C 1.775 -0.665 -1.221 -0.356
C 1.773 -2.148 -1.644 -1.066
C 2.745 -2.331 -2.756 1.153
C 2.524 -1.838 -4.046 -0.308
C 3.516 -2.027 -4.975 -0.508
C 4.687 -2.702 -4.586 -0.267
N 4.875 -3.181 -3.391 -1.043
N 3.877 -2.972 -2.531 0.508
H 3.533 -0.557 -0.358 0.341
H 1.326 -0.096 -2.031 0.066
H 1.237 -0.529 -0.287 0.587
H 2.018 -2.778 -0.788 0.344
H 0.779 -2.440 -1.983 0.322
H 1.607 -1.320 -4.279 0.466
H 3.427 -1.681 -5.993 0.414
H 5.491 -2.854 -5.290 0.461
H 4.040 -3.356 -1.607 0.326
C -4.425 5.110 -0.040 -0.761
O -3.094 5.103 -0.508 -0.261
C -2.267 5.994 0.221 -0.574
C -0.809 5.668 -0.001 -0.419
O -0.346 4.560 0.762 -0.478
C -0.708 3.273 0.306 -0.432
C 0.111 2.787 -0.869 -0.054
O -0.351 3.350 -2.082 -0.296
C 0.610 3.281 -3.106 -0.656
H -4.875 6.104 -0.135 0.320
H -4.990 4.408 -0.649 0.232
H -4.475 4.793 1.008 0.316
H -2.493 5.930 1.293 0.342
H -2.459 7.021 -0.117 0.436
H -0.222 6.517 0.351 0.394
H -0.602 5.531 -1.064 0.181
H -1.776 3.211 0.083 0.296
H -0.499 2.606 1.147 0.228
H 0.022 1.691 -0.938 0.030
H 1.165 3.047 -0.706 0.412
H 1.518 3.832 -2.837 0.357
H 0.176 3.730 -3.997 0.275
H 0.879 2.238 -3.331 0.128
C -2.114 0.141 3.048 -0.770
O -1.940 -1.228 2.749 -0.294
C -1.592 -1.443 1.400 0.080
C -1.010 -2.826 1.210 -0.692
O 0.352 -2.944 1.610 -0.299
C 0.594 -3.007 3.015 -0.494
C 0.261 -4.344 3.633 -0.615
O -1.132 -4.461 3.836 -0.268
C -1.537 -5.800 4.026 -0.773
H -2.918 0.580 2.446 0.312
H -2.381 0.214 4.099 0.302
H -1.188 0.702 2.877 0.285
H -0.857 -0.691 1.075 -0.183
H -2.490 -1.346 0.774 0.483
H -1.011 -3.036 0.136 0.469
H -1.629 -3.579 1.698 0.265
H 0.080 -2.199 3.537 0.223
H 1.669 -2.850 3.125 0.398
H 0.777 -4.427 4.600 0.445
H 0.619 -5.148 2.977 0.327
H -1.303 -6.411 3.146 0.324
H -2.614 -5.798 4.177 0.239
H -1.057 -6.241 4.907 0.322
```

Calculated values
Orbital gap   0.22768 hartree
HOMO   -11.02 eV
Total charge   +1